Molecular formula: C3H8NS
Method: DFT, the ωB97M-V functional and the def2-TZVPD basis

Values from the calculation:
- Net charge: -1
- Frontier orbital gap: 5.9 eV
- SMILES: CNCC[S-]
- E_tot: -15566.001 eV
- Relative energy (zero: lowest compared OMol25 entry of this formula, charge and spin): 1.0418 eV

Atoms and positions in Å:
C -1.714 -0.249 0.550
N -0.776 0.430 -0.256
C 0.626 0.681 0.105
C 1.539 -0.440 -0.474
S 3.243 -0.043 -0.734
H -2.618 -0.534 0.004
H -2.014 0.267 1.483
H -1.339 -1.260 0.815
H -1.055 0.825 -1.114
H 0.962 1.617 -0.348
H 0.727 0.740 1.187
H 1.111 -0.756 -1.434
H 1.307 -1.280 0.214

natural (NBO) population analysis, charges in e, atoms 1 to 2:
1 C -0.39
2 N -0.68

Molecular formula: C22H18N5O5PtS2
Method: DFT, the ωB97M-V functional and the def2-TZVPD basis

Values from the calculation:
- Net charge: -1
- Frontier orbital gap: 6.9 eV
- E_tot: -65715.676 eV
- Relative energy (zero: lowest compared OMol25 entry of this formula, charge and spin): 0.0000 eV

Atoms and positions in Å:
Pt -1.421 1.908 0.006
N -5.347 0.702 1.181
C -4.085 0.924 0.703
S -3.398 2.509 0.957
N -3.539 -0.095 0.082
N -2.300 0.209 -0.385
C -1.563 -0.697 -0.951
C -1.969 -2.100 -1.134
C -3.071 -2.446 -1.908
C -3.403 -3.781 -2.075
C -2.645 -4.769 -1.463
C -1.554 -4.425 -0.675
C -1.212 -3.092 -0.509
C -0.251 -0.233 -1.422
C 0.646 -1.027 -2.126
C 1.831 -0.459 -2.569
C 2.093 0.878 -2.317
C 1.168 1.615 -1.593
N 0.042 1.069 -1.160
H -5.665 1.308 1.916
H -5.613 -0.267 1.250
H -3.668 -1.668 -2.366
H -4.260 -4.050 -2.679
H -2.910 -5.811 -1.593
H -0.971 -5.187 -0.177
H -0.379 -2.818 0.132
H 0.420 -2.065 -2.313
H 2.546 -1.067 -3.106
H 3.008 1.348 -2.648
H 1.312 2.650 -1.315
C 0.696 5.308 1.551
C -0.529 4.503 1.151
O -1.649 4.805 1.520
O -0.223 3.495 0.388
H 0.405 6.164 2.154
H 1.228 5.645 0.661
H 1.377 4.673 2.118
O 2.455 -3.308 0.484
S 2.396 -2.471 1.668
O 3.078 -2.989 2.832
N 0.903 -1.991 1.980
C 0.744 -0.666 1.840
O -0.313 -0.044 1.898
C 2.040 0.039 1.464
C 2.256 1.397 1.305
C 3.527 1.813 0.929
C 4.548 0.890 0.715
C 4.329 -0.472 0.891
C 3.062 -0.865 1.274
H 1.449 2.097 1.478
H 3.730 2.869 0.800
H 5.529 1.240 0.415
H 5.120 -1.195 0.742

natural (NBO) population analysis, charges in e, atoms 1 to 2:
1 Pt 0.80
2 N -0.80

Molecular formula: C4H11NO
Method: DFT, the ωB97M-V functional and the def2-TZVPD basis

Values from the calculation:
- Frontier orbital gap: 10.4 eV
- SMILES: CNC[C@H](C)O
- E_tot: -7862.086 eV
- Relative energy (zero: lowest compared OMol25 entry of this formula, charge and spin): 2.4680 eV

Atoms and positions in Å:
C -0.490 1.206 -1.960
N -0.101 -0.267 -1.510
C 0.797 -0.319 -0.408
C 0.252 0.075 0.927
C 0.757 -0.800 2.107
O -1.267 0.090 0.915
H -0.893 1.571 -0.992
H -1.376 1.062 -2.499
H 0.357 1.877 -2.343
H 0.319 -0.535 -2.379
H 1.166 -1.282 -0.379
H 1.855 0.303 -0.467
H 0.426 1.068 1.106
H 0.727 -1.811 1.619
H 1.854 -0.596 2.297
H 0.047 -0.784 2.874
H -1.532 -0.702 0.418

natural (NBO) population analysis, charges in e, atoms 1 to 2:
1 C -0.46
2 N -0.61

Molecular formula: C22H25N3O6
Method: DFT, the ωB97M-V functional and the def2-TZVPD basis

Values from the calculation:
- Frontier orbital gap: 8.8 eV
- SMILES: COCCN1C(=O)N(c2ccccc2)C(=O)[C@@H]1CC(=O)Nc1cc(OC)cc(OC)c1
- E_tot: -39976.263 eV
- Relative energy (zero: lowest compared OMol25 entry of this formula, charge and spin): 1.2708 eV

Atoms and positions in Å:
C -6.602 -0.212 -0.447
O -5.269 0.203 -0.291
C -4.851 0.229 1.057
C -3.427 0.772 1.132
N -2.462 -0.160 0.607
C -1.378 -0.555 1.310
O -1.124 -0.316 2.461
N -0.597 -1.360 0.444
C 0.676 -1.877 0.792
C 1.047 -3.145 0.363
C 2.309 -3.622 0.668
C 3.192 -2.848 1.402
C 2.813 -1.587 1.831
C 1.558 -1.094 1.524
C -1.165 -1.461 -0.790
O -0.731 -2.060 -1.746
C -2.419 -0.595 -0.764
C -2.274 0.570 -1.765
C -1.093 1.424 -1.311
O -1.242 2.420 -0.638
N 0.103 0.894 -1.678
C 1.368 1.134 -1.117
C 1.614 2.223 -0.296
C 2.875 2.363 0.278
O 3.226 3.382 1.104
C 2.257 4.355 1.418
C 3.866 1.423 0.019
C 3.611 0.336 -0.809
O 4.644 -0.530 -0.985
C 4.444 -1.657 -1.804
C 2.356 0.192 -1.387
H -7.291 0.462 0.076
H -6.749 -1.229 -0.065
H -6.812 -0.190 -1.514
H -5.515 0.880 1.643
H -4.895 -0.784 1.487
H -3.366 1.716 0.583
H -3.151 0.944 2.175
H 0.358 -3.743 -0.211
H 2.601 -4.606 0.331
H 4.177 -3.225 1.634
H 3.499 -0.976 2.396
H 1.263 -0.110 1.850
H -3.312 -1.175 -1.024
H -2.117 0.157 -2.762
H -3.187 1.163 -1.752
H 0.078 0.077 -2.273
H 0.823 2.926 -0.109
H 1.391 3.914 1.920
H 1.923 4.892 0.525
H 2.750 5.052 2.095
H 4.838 1.535 0.468
H 5.386 -2.204 -1.785
H 3.645 -2.298 -1.418
H 4.217 -1.368 -2.835
H 2.120 -0.650 -2.018

natural (NBO) population analysis, charges in e, atoms 1 to 2:
1 C -0.24
2 O -0.56

Molecular formula: C40H39Br2O6Si
Method: DFT, the ωB97M-V functional and the def2-TZVPD basis

Values from the calculation:
- Net charge: -1
- Frontier orbital gap: 3.0 eV
- E_tot: -202360.832 eV

Atoms and positions in Å:
C -6.619 0.372 1.488
C -5.602 0.393 0.288
Br -3.710 0.324 0.919
C -5.923 -0.381 -0.995
Br -7.987 0.000 -1.236
C -5.819 -1.852 -1.258
C -4.715 -2.101 -2.379
C -3.529 -1.115 -2.429
C -2.137 -1.767 -2.704
C -1.128 -0.603 -2.952
O -1.053 0.313 -1.849
C -0.160 -0.075 -0.905
O -0.468 -0.523 0.103
Si -5.111 -2.953 0.130
C -3.210 -3.090 0.178
C -5.944 -2.792 1.820
C -5.659 -4.707 -0.470
H -7.272 -0.496 1.493
H -7.216 1.292 1.492
H -5.998 0.444 2.394
H -5.650 1.455 0.003
H -5.575 0.227 -1.842
H -5.273 -2.033 -3.336
H -4.338 -3.135 -2.344
H -3.674 -0.442 -3.299
H -3.385 -0.450 -1.569
H -2.151 -2.340 -3.641
H -1.744 -2.309 -1.836
H -0.162 -1.032 -3.269
H -1.546 -0.035 -3.798
H 0.914 0.113 -1.112
H -2.906 -3.664 1.075
H -2.652 -2.148 0.170
H -2.910 -3.698 -0.692
H -7.033 -2.665 1.786
H -5.751 -3.688 2.441
H -5.494 -1.959 2.388
H -6.731 -4.874 -0.296
H -5.018 -5.501 -0.049
H -5.526 -4.775 -1.565
C 1.587 1.282 -4.511
C 1.181 2.219 -3.565
C 2.107 3.084 -3.006
C 3.443 3.010 -3.380
C 3.853 2.054 -4.311
C 2.919 1.199 -4.882
C 5.286 1.927 -4.687
O 5.644 1.099 -5.499
C 6.275 2.831 -4.041
C 7.625 2.690 -4.337
C 8.554 3.533 -3.751
C 8.137 4.529 -2.874
C 6.794 4.671 -2.571
C 5.860 3.817 -3.145
C 4.422 3.957 -2.785
O 4.060 4.824 -2.017
H 0.862 0.611 -4.954
H 0.141 2.272 -3.268
H 1.789 3.815 -2.275
H 3.232 0.466 -5.613
H 7.952 1.919 -5.021
H 9.606 3.418 -3.980
H 8.864 5.193 -2.422
H 6.472 5.442 -1.885
C 4.916 0.307 7.182
C 4.130 1.427 7.433
C 2.919 1.585 6.782
C 2.493 0.630 5.867
C 3.292 -0.480 5.597
C 4.499 -0.644 6.266
C 2.873 -1.489 4.584
O 3.571 -2.457 4.355
C 1.596 -1.280 3.858
C 1.216 -2.179 2.868
C 0.020 -2.002 2.194
C -0.808 -0.930 2.509
C -0.434 -0.027 3.489
C 0.772 -0.191 4.161
C 1.179 0.803 5.186
O 0.463 1.743 5.464
H 5.859 0.180 7.699
H 4.464 2.175 8.141
H 2.306 2.454 6.982
H 5.114 -1.511 6.068
H 1.856 -3.016 2.622
H -0.272 -2.699 1.419
H -1.744 -0.800 1.983
H -1.079 0.808 3.728

Mulliken population analysis, charges in e, atoms 1 to 2:
1 C -1.39
2 C 0.05

Molecular formula: C10H14BFN6Sr
Method: DFT, the ωB97M-V functional and the def2-TZVPD basis

Values from the calculation:
- Frontier orbital gap: 6.2 eV
- E_tot: -23767.728 eV
- Relative energy (zero: lowest compared OMol25 entry of this formula, charge and spin): 0.0182 eV

Atoms and positions in Å:
H 0.136 3.158 2.779
N 0.080 1.740 1.144
B 0.580 0.663 -1.222
N 0.510 1.840 -0.166
C 0.903 3.105 -0.409
Sr -1.022 -0.734 1.826
H 1.265 3.370 -1.390
C 0.751 3.856 0.753
H 0.954 4.906 0.886
C 0.303 2.951 1.730
H 0.950 1.064 -2.283
C -1.169 -3.134 1.266
H -1.690 -3.374 2.212
H -0.226 -3.697 1.182
H -1.846 -3.397 0.437
N -0.856 0.065 -1.367
N 1.569 -0.436 -0.705
N -1.510 -0.314 -0.172
N 1.312 -1.065 0.502
C -1.683 -0.155 -2.403
C 2.751 -0.855 -1.205
H -1.337 0.032 -3.412
H 3.114 -0.448 -2.143
C -2.901 -0.671 -1.936
C 3.275 -1.820 -0.346
C -2.766 -0.739 -0.532
C 2.328 -1.929 0.701
H -3.778 -0.929 -2.512
H 4.197 -2.357 -0.453
H -3.460 -1.113 0.222
H 2.359 -2.575 1.569
H -1.203 1.753 2.489
F -1.890 1.241 2.960

Mulliken population analysis, charges in e, atoms 1 to 2:
1 H 0.50
2 N -0.18

Molecular formula: C23H47FN12O14P2
Method: DFT, the ωB97M-V functional and the def2-TZVPD basis

Values from the calculation:
- Frontier orbital gap: 8.7 eV
- SMILES: CC(=O)OC(=O)CC1=C(CCCF)C(=O)C(CC(C)C)=C(PP(=O)(O)O)C1=O.NC(N)=O.NC(N)=O.NC(N)=O.NC(N)=O.NC(N)=O.NC(N)=O
- E_tot: -92462.128 eV

Atoms and positions in Å:
C -5.245 -2.462 -0.254
C -4.610 -2.026 1.073
O -4.875 -0.971 1.509
O -3.691 -2.860 1.737
C -2.457 -2.867 1.085
O -2.207 -3.711 0.312
C -1.395 -1.788 1.420
C -0.450 -1.657 0.232
C -0.748 -1.110 -0.942
C -2.120 -0.488 -1.205
C -1.889 1.080 -1.149
C -2.126 1.697 0.244
F -3.119 2.693 0.147
C 0.345 -1.132 -2.023
O 0.101 -1.422 -3.143
C 1.763 -0.803 -1.508
C 2.771 0.022 -2.286
C 2.346 1.488 -2.576
C 1.865 2.273 -1.321
C 1.316 1.648 -3.736
C 2.044 -1.340 -0.321
P 3.644 -1.140 0.572
P 3.105 0.069 2.292
O 3.156 1.499 1.937
O 4.031 -0.274 3.592
O 1.568 -0.318 2.748
C 0.972 -2.200 0.374
O 1.214 -3.212 0.942
H -6.234 -1.996 -0.356
H -5.328 -3.560 -0.317
H -4.647 -2.139 -1.125
H -1.859 -0.847 1.746
H -0.824 -2.199 2.274
H -2.532 -0.757 -2.192
H -2.871 -0.752 -0.448
H -2.481 1.650 -1.877
H -0.826 1.228 -1.422
H -1.240 2.219 0.652
H -2.470 0.986 1.012
H 3.757 0.051 -1.796
H 2.933 -0.500 -3.255
H 3.260 2.010 -2.917
H 0.764 2.269 -1.208
H 2.126 3.328 -1.511
H 2.385 1.996 -0.392
H 0.612 0.805 -3.835
H 0.724 2.575 -3.677
H 1.900 1.663 -4.679
H 3.925 -2.434 1.087
H 3.569 0.100 4.369
H 1.035 0.493 2.805
N 2.986 -1.790 6.856
C 3.316 -0.583 7.388
N 3.477 -0.569 8.736
O 3.459 0.424 6.702
H 2.865 -2.624 7.400
H 2.859 -1.837 5.860
H 3.723 0.309 9.160
H 3.367 -1.377 9.319
N -0.686 -7.523 0.386
C -1.908 -7.929 0.839
N -2.851 -6.947 0.889
O -2.136 -9.079 1.172
H -0.479 -6.581 0.108
H 0.037 -8.217 0.334
H -3.764 -7.204 1.217
H -2.680 -5.995 0.618
N -4.383 1.837 -5.149
C -4.790 1.371 -3.938
N -5.995 1.837 -3.527
O -4.118 0.592 -3.271
H -4.923 2.472 -5.708
H -3.495 1.516 -5.490
H -6.332 1.517 -2.637
H -6.556 2.477 -4.064
N -7.676 2.802 -8.267
C -7.931 2.165 -7.091
N -8.856 1.170 -7.161
O -7.370 2.464 -6.047
H -8.125 2.572 -9.134
H -6.999 3.542 -8.251
H -9.066 0.679 -6.310
H -9.328 0.907 -8.005
N 5.996 1.759 5.920
C 7.151 2.292 6.401
N 7.962 2.861 5.457
O 7.447 2.266 7.584
H 5.736 1.770 4.952
H 5.374 1.330 6.587
H 8.824 3.265 5.776
H 7.741 2.894 4.480
N 6.187 4.746 -1.239
C 5.429 3.869 -0.516
N 6.007 3.408 0.629
O 4.315 3.520 -0.860
H 7.105 5.044 -0.969
H 5.788 5.104 -2.087
H 5.469 2.761 1.183
H 6.921 3.676 0.939

Mulliken population analysis, charges in e, atoms 1 to 2:
1 C -0.81
2 C 0.65

Molecular formula: C26H48F24N10O22S8
Method: DFT, the ωB97M-V functional and the def2-TZVPD basis

Values from the calculation:
- Net charge: +2
- Frontier orbital gap: 9.7 eV
- E_tot: -239565.056 eV

Atoms and positions in Å:
C 6.306 -3.109 3.395
C 6.334 -2.593 4.768
O 7.011 -1.829 5.278
N 5.152 -3.264 5.670
H 4.281 -3.034 5.200
H 5.256 -4.252 5.564
C 5.268 -2.698 7.057
H 5.734 -2.438 2.724
H 6.074 -4.218 3.346
H 7.376 -3.007 3.020
H 4.440 -3.032 7.606
H 5.372 -1.641 6.822
H 6.139 -3.107 7.587
C -0.609 -7.108 0.492
C -1.445 -6.105 -0.205
O -2.406 -6.584 -0.843
N -1.289 -4.748 -0.252
H -0.560 -4.314 0.405
H 1.180 -1.806 -1.800
C -2.403 -3.811 -0.729
H -1.280 -7.911 0.629
H -0.347 -6.855 1.531
H 0.346 -7.251 -0.011
H -2.830 -4.144 -1.751
H -2.022 -2.777 -0.738
H -3.196 -3.911 0.012
C 0.166 10.734 -3.673
C -0.845 10.728 -4.713
O -0.905 11.455 -5.648
N -2.040 9.838 -4.489
H -1.806 8.823 -4.665
H -2.145 9.641 -3.458
C -3.369 10.305 -4.970
H -0.112 10.242 -2.735
H 0.470 11.711 -3.369
H 1.140 10.336 -4.004
H -3.718 11.075 -4.337
H -4.087 9.460 -4.878
H -3.255 10.708 -5.954
C -2.198 3.313 9.108
C -3.564 2.890 8.628
O -4.573 3.421 9.032
N -3.691 1.658 7.811
H -3.591 1.850 6.812
H -2.933 1.020 8.014
C -5.026 1.007 8.057
H -1.645 2.533 9.573
H -2.253 4.209 9.745
H -1.587 3.529 8.275
H -5.565 1.891 8.459
H -4.768 0.365 8.856
H -5.469 0.673 7.212
C 1.147 2.778 -6.325
C 1.616 2.643 -4.871
O 2.680 2.906 -4.334
N 0.636 1.942 -4.048
H -0.312 2.247 -4.449
H 0.790 0.903 -4.292
C 0.665 2.155 -2.526
H 0.083 2.503 -6.365
H 1.763 2.162 -6.969
H 1.276 3.827 -6.707
H 1.608 2.708 -2.372
H 0.761 1.208 -2.038
H -0.263 2.715 -2.378
C -4.375 -6.685 -4.193
C -3.098 -7.149 -4.730
O -2.774 -7.097 -5.876
N -2.189 -7.716 -3.616
H -1.298 -7.230 -3.607
H -2.509 -7.463 -2.697
C -1.924 -9.142 -3.817
H -4.297 -5.669 -3.762
H -4.646 -7.288 -3.313
H -5.058 -6.631 -5.020
H -2.718 -9.757 -4.244
H -1.624 -9.489 -2.858
H -1.202 -9.237 -4.557
C 3.343 -1.730 -3.630
F 3.746 -0.569 -4.127
F 3.836 -2.672 -4.314
F 3.698 -1.928 -2.370
S 1.498 -1.625 -3.715
O 1.058 -1.155 -2.500
O 1.268 -0.630 -4.811
N 1.094 -3.223 -3.866
S -0.298 -3.741 -4.328
O -0.166 -5.172 -4.246
O -1.320 -3.146 -3.537
C -0.698 -3.383 -6.056
F 0.204 -3.930 -6.924
F -1.945 -3.953 -6.219
F -0.752 -2.092 -6.238
C 3.921 -4.973 -0.415
F 4.570 -4.430 -1.437
F 3.097 -5.937 -0.793
F 4.877 -5.445 0.395
S 3.039 -3.630 0.484
O 4.143 -2.889 1.021
O 2.070 -2.940 -0.381
N 2.285 -4.575 1.476
S 2.110 -4.051 2.954
O 3.319 -4.192 3.758
O 1.402 -2.794 2.972
C 0.986 -5.403 3.578
F -0.195 -5.161 2.986
F 1.438 -6.618 3.346
F 0.797 -5.141 4.874
C -2.484 1.287 3.216
F -1.655 0.620 2.399
F -1.881 2.369 3.663
F -3.629 1.648 2.549
S -2.934 0.347 4.753
O -3.928 1.223 5.366
O -3.477 -0.933 4.412
N -1.613 0.208 5.486
S -0.926 1.120 6.590
O -1.253 2.499 6.372
O -0.927 0.589 7.927
C 0.860 0.757 6.064
F 1.080 0.916 4.788
F 1.534 1.661 6.758
F 1.155 -0.490 6.427
C 0.124 7.160 -0.446
F 0.293 5.972 0.153
F -0.435 7.952 0.419
F 1.308 7.596 -0.883
S -1.018 7.010 -1.872
O -2.172 6.362 -1.288
O -1.286 8.349 -2.494
N -0.157 6.085 -2.807
S -0.123 6.288 -4.344
O 0.170 5.034 -4.948
O -1.200 7.087 -4.979
C 1.442 7.419 -4.661
F 1.389 8.059 -5.798
F 1.564 8.242 -3.627
F 2.499 6.677 -4.633

Mulliken population analysis, charges in e, atoms 1 to 2:
1 C -0.72
2 C 0.62